(1)
{"formula": "C16H34N7OPtSSe2", "method": "wB97M-V/def2-TZVPD", "homo_ev": [-9.6, -10.7], "e_tot_ev": -174389.0157, "multiplicity": 3, "charge": 1, "symbols": ["Pt", "C", "Se", "C", "C", "Se", "C", "H", "H", "H", "H", "H", "H", "H", "H", "H", "H", "C", "N", "C", "C", "N", "C", "C", "N", "C", "C", "N", "C", "N", "C", "C", "C", "N", "C", "H", "H", "H", "H", "H", "H", "H", "H", "H", "H", "H", "H", "H", "H", "H", "H", "H", "H", "H", "H", "H", "H", "H", "H", "O", "S", "N"], "positions_angstrom": [[-0.22, 0.29, 0.28], [-1.95, 0.83, 3.55], [-1.18, -0.72, 2.67], [0.61, -0.54, 3.44], [1.56, -1.64, 2.98], [1.22, -2.28, 1.15], [3.03, -2.85, 0.77], [-1.80, 0.73, 4.63], [-3.01, 0.83, 3.33], [-1.48, 1.73, 3.18], [0.51, -0.57, 4.53], [0.97, 0.44, 3.14], [1.50, -2.52, 3.62], [2.58, -1.27, 2.98], [3.34, -3.57, 1.52], [3.70, -1.98, 0.77], [3.03, -3.31, -0.21], [1.31, 1.05, -4.75], [2.04, 1.30, -3.52], [3.37, 1.89, -3.64], [3.74, 2.14, -2.19], [2.93, 1.14, -1.51], [3.06, 1.00, -0.08], [1.85, 0.79, -2.26], [0.86, 0.10, -1.79], [-0.11, -0.55, -2.66], [-0.81, -1.66, -1.90], [-1.50, -1.05, -0.76], [-2.67, -1.44, -0.35], [-3.47, -0.63, 0.42], [-3.59, 0.79, 0.09], [-4.71, -1.34, 0.76], [-4.65, -2.63, -0.06], [-3.27, -2.64, -0.53], [-2.69, -3.87, -1.02], [1.53, 1.86, -5.43], [0.23, 1.05, -4.59], [1.60, 0.11, -5.22], [3.33, 2.80, -4.23], [4.06, 1.19, -4.12], [3.46, 3.15, -1.86], [4.79, 1.99, -1.99], [2.75, 1.90, 0.45], [4.11, 0.81, 0.15], [2.47, 0.16, 0.27], [0.37, -1.02, -3.53], [-0.87, 0.15, -3.02], [-0.07, -2.38, -1.56], [-1.51, -2.15, -2.58], [-2.61, 1.22, -0.09], [-4.05, 1.31, 0.93], [-4.22, 0.94, -0.80], [-5.58, -0.72, 0.50], [-4.75, -1.54, 1.83], [-5.36, -2.65, -0.90], [-4.84, -3.51, 0.56], [-3.19, -4.70, -0.53], [-1.63, -3.93, -0.76], [-2.80, -4.00, -2.10], [1.33, 4.11, 1.90], [0.21, 3.48, 1.23], [0.21, 2.00, 1.10]]}

(2)
{"formula": "C34H27O8PS", "method": "wB97M-V/def2-TZVPD", "homo_ev": -9.2, "smiles": "CC1(C)C[C@@H](P(O)(O)=S)OC1=O.O=C1c2ccccc2C(=O)c2ccccc21.O=C1c2ccccc2C(=O)c2ccccc21", "e_tot_ev": -72203.3509, "symbols": ["C", "C", "C", "C", "C", "P", "O", "O", "S", "O", "C", "O", "H", "H", "H", "H", "H", "H", "H", "H", "H", "H", "H", "O", "C", "C", "C", "C", "C", "C", "C", "C", "O", "C", "C", "C", "C", "C", "C", "H", "H", "H", "H", "H", "H", "H", "H", "O", "C", "C", "C", "C", "C", "C", "C", "C", "O", "C", "C", "C", "C", "C", "C", "H", "H", "H", "H", "H", "H", "H", "H"], "positions_angstrom": [[1.49, -5.95, 1.05], [2.77, -5.43, 1.73], [3.81, -6.56, 1.81], [2.31, -4.82, 3.07], [3.12, -3.50, 3.19], [4.66, -3.67, 4.16], [4.16, -3.33, 5.66], [5.11, -5.22, 4.22], [6.11, -2.56, 3.59], [3.28, -3.12, 1.86], [3.40, -4.23, 1.05], [3.98, -4.16, -0.01], [0.90, -6.43, 1.82], [1.70, -6.64, 0.25], [0.90, -5.12, 0.68], [3.62, -7.26, 1.01], [3.78, -7.07, 2.76], [4.82, -6.19, 1.69], [2.30, -5.51, 3.91], [1.30, -4.48, 2.89], [2.47, -2.80, 3.71], [4.24, -4.12, 6.20], [4.43, -5.80, 4.57], [3.02, 1.15, -4.05], [2.17, 0.70, -3.32], [2.51, 0.27, -1.93], [3.81, 0.41, -1.47], [4.13, 0.05, -0.17], [3.15, -0.46, 0.67], [1.85, -0.61, 0.22], [1.53, -0.26, -1.09], [0.13, -0.45, -1.56], [-0.71, -0.96, -0.84], [-0.21, 0.00, -2.94], [-1.52, -0.13, -3.39], [-1.86, 0.31, -4.65], [-0.90, 0.89, -5.47], [0.41, 1.02, -5.03], [0.76, 0.57, -3.77], [4.57, 0.81, -2.13], [5.14, 0.15, 0.18], [3.40, -0.72, 1.68], [1.08, -1.01, 0.87], [-2.26, -0.58, -2.75], [-2.88, 0.21, -5.00], [-1.17, 1.25, -6.46], [1.16, 1.46, -5.67], [-4.67, 6.39, -2.04], [-4.47, 5.57, -1.17], [-5.41, 5.46, -0.01], [-6.52, 6.28, 0.04], [-7.42, 6.16, 1.09], [-7.20, 5.22, 2.09], [-6.09, 4.40, 2.05], [-5.18, 4.52, 1.00], [-3.97, 3.64, 0.98], [-3.75, 2.87, 1.89], [-3.05, 3.75, -0.18], [-1.94, 2.92, -0.24], [-1.09, 2.98, -1.33], [-1.35, 3.87, -2.37], [-2.45, 4.71, -2.31], [-3.30, 4.65, -1.22], [-6.68, 7.01, -0.74], [-8.29, 6.80, 1.13], [-7.91, 5.12, 2.90], [-5.91, 3.67, 2.82], [-1.75, 2.22, 0.56], [-0.23, 2.34, -1.38], [-0.68, 3.91, -3.22], [-2.65, 5.41, -3.11]]}

(3)
{"formula": "C7H13ClO2S", "method": "wB97M-V/def2-TZVPD", "homo_ev": -10.2, "smiles": "C=C(CS(=O)(=O)Cl)C(C)(C)C", "e_tot_ev": -34920.0112, "symbols": ["C", "C", "C", "S", "O", "O", "Cl", "C", "C", "C", "C", "H", "H", "H", "H", "H", "H", "H", "H", "H", "H", "H", "H", "H"], "positions_angstrom": [[-0.77, -1.95, 0.37], [-0.63, -0.63, 0.23], [-1.87, 0.34, 0.45], [-3.42, -0.28, -0.31], [-3.80, -1.55, 0.17], [-3.56, -0.06, -1.70], [-4.60, 1.07, 0.72], [0.68, 0.08, -0.29], [1.26, 0.69, 1.01], [0.37, 1.13, -1.32], [1.69, -0.96, -0.73], [0.08, -2.63, 0.42], [-1.59, -2.41, 0.98], [-1.84, 1.29, -0.10], [-1.89, 0.41, 1.50], [2.31, 0.55, 1.02], [0.91, -0.04, 1.75], [0.88, 1.64, 1.37], [1.10, 1.39, -2.07], [0.22, 2.15, -0.75], [-0.45, 0.97, -2.11], [2.62, -0.40, -0.93], [1.75, -1.62, 0.12], [1.26, -1.53, -1.67]]}